Entry 1:
84
Properties=species:S:1:pos:R:3:forces:R:3:lowdin_charge:R:1 method="wB97M-V/def2-TZVPD" largest_force_ev_per_a=2.36 total_charge=-1 spin_multiplicity=1 orbital_gap_ev=5.28 energy_ha=-8663.0132 e_lumo_ev=2.206 homo_energy_ev=-3.077
Ca -1.0749 -0.1989 1.2403 -2.2 0.2 0.5 0.66
O 0.9029 -0.1493 1.9111 1.1 0.1 1.9 -0.67
S 1.5307 -0.2593 0.5640 2.3 0.5 -0.2 0.87
C 2.7308 1.0786 0.6371 -0.2 0.3 -0.7 -0.35
C 3.2793 1.5579 1.8088 0.1 -0.1 0.3 -0.08
C 3.8589 2.8171 1.8022 -0.1 -0.1 0.0 -0.08
C 3.7745 3.5990 0.6597 0.0 0.2 -0.1 -0.08
C 3.2230 3.1046 -0.5133 -0.1 -0.1 0.0 -0.09
C 2.7495 1.7956 -0.5626 -0.2 -0.4 0.0 -0.29
P 2.1019 0.6875 -1.9469 0.0 1.8 -0.9 1.03
C 3.4806 0.8954 -3.1648 -0.1 -0.3 0.3 -0.31
C 3.4345 -0.0793 -4.1629 0.0 0.0 0.0 -0.12
C 4.3693 -0.1139 -5.1759 0.1 -0.1 -0.2 -0.09
C 5.3636 0.8528 -5.2302 0.1 0.0 -0.1 -0.11
C 5.4191 1.8262 -4.2499 0.2 0.1 -0.1 -0.10
C 4.4989 1.8406 -3.2141 -0.1 -0.1 0.1 -0.09
C 0.7101 1.3960 -2.7632 0.3 -0.5 0.3 -0.37
C 0.7874 2.6314 -3.4514 -0.1 0.0 -0.2 -0.17
C -0.1430 3.2157 -4.2527 0.7 0.4 0.0 -0.17
C -1.4286 2.6890 -4.6013 -0.2 -0.6 -0.2 -0.14
C -1.8829 1.4388 -4.4137 -0.1 0.3 -0.4 -0.16
C -0.4515 0.4717 -2.7788 1.5 -0.4 -0.3 -0.40
C 2.4946 -1.8416 0.6051 -0.2 0.2 -0.1 -0.51
C 4.0862 -3.3575 1.5822 -0.1 0.1 -0.1 -0.24
C 5.2710 -2.8646 0.7854 0.1 -0.1 0.1 -0.05
C 5.2522 -2.3786 -0.4629 0.3 0.0 0.1 -0.08
C 4.0910 -2.2264 -1.3168 -0.5 0.2 0.0 -0.08
C 2.8711 -2.0152 -0.8200 0.5 -0.2 -0.6 -0.33
P 1.0359 -2.1341 -1.1830 0.2 -1.1 -0.5 1.02
C 1.3973 -2.9184 0.5249 0.0 -0.2 -0.3 -0.44
C 0.9056 -2.9431 1.9456 -0.2 -0.1 0.4 -0.04
C 1.9296 -2.5844 2.7214 -0.3 -0.1 0.2 -0.03
C 3.1534 -2.1674 1.9145 0.1 0.0 0.3 -0.19
C 3.3242 -4.4187 0.8248 0.1 -0.2 0.1 -0.03
C 2.1026 -4.2420 0.3414 0.1 -0.1 0.0 -0.05
C 0.6792 -3.5843 -2.2055 -0.2 0.1 0.0 -0.38
C 1.3142 -3.9064 -3.3978 0.0 0.0 0.2 -0.08
C 0.7735 -4.8779 -4.2228 0.0 -0.1 -0.2 -0.09
C -0.4195 -5.4963 -3.8833 0.0 -0.1 0.0 -0.10
C -1.0540 -5.1812 -2.6904 -0.1 -0.1 0.0 -0.08
C -0.5046 -4.2342 -1.8495 0.1 0.0 0.0 -0.15
H 3.2466 0.9592 2.7073 -0.1 0.0 0.1 0.11
H 4.3382 3.1998 2.6915 0.0 0.0 0.1 0.10
H 4.1457 4.6136 0.6874 0.1 0.1 0.0 0.10
H 3.1347 3.7507 -1.3753 0.1 0.0 -0.1 0.10
H 2.6335 -0.8097 -4.1296 0.0 -0.1 -0.1 0.10
H 4.3351 -0.8914 -5.9273 -0.1 0.0 -0.1 0.10
H 6.0842 0.8513 -6.0370 0.0 0.0 0.0 0.09
H 6.1905 2.5855 -4.2846 0.0 0.0 0.0 0.10
H 4.5860 2.6000 -2.4519 0.0 0.0 0.0 0.08
H 1.7231 3.1657 -3.3073 0.0 0.2 -0.1 0.08
H 0.0873 4.1893 -4.6703 0.1 0.1 0.0 0.07
H -2.1258 3.3834 -5.0583 -0.1 -0.1 0.0 0.09
H -2.8892 1.1593 -4.7021 0.0 0.0 0.1 0.11
H -0.0815 -0.5462 -2.5816 -0.3 0.6 0.1 0.02
H 4.4492 -3.8077 2.5157 0.0 0.1 -0.1 0.14
H 6.2273 -2.9415 1.2895 0.1 0.1 0.0 0.10
H 6.2033 -2.1243 -0.9169 0.1 0.0 0.0 0.10
H 4.2482 -2.3080 -2.3827 0.0 -0.1 -0.2 0.09
H -0.0544 -3.3223 2.2735 0.0 0.1 0.1 0.12
H 1.9234 -2.5842 3.8001 0.0 0.0 0.1 0.12
H 3.7133 -1.3536 2.3784 0.1 0.0 -0.1 0.14
H 3.8512 -5.3535 0.6950 0.0 -0.2 0.0 0.11
H 1.5699 -5.0379 -0.1578 0.0 -0.1 -0.1 0.11
H 2.2248 -3.3948 -3.6740 0.1 0.0 -0.1 0.09
H 1.2710 -5.1498 -5.1444 0.0 0.0 0.0 0.10
H -0.8527 -6.2325 -4.5469 0.0 0.0 0.0 0.10
H -1.9833 -5.6668 -2.4238 0.0 0.0 0.0 0.10
H -0.9910 -3.9658 -0.9147 0.0 -0.1 -0.1 0.08
N -0.4564 2.3777 1.9375 0.0 -0.2 0.1 -0.01
N -0.7365 3.1729 0.8253 0.4 0.6 0.1 -0.02
C -0.9785 2.5692 -0.3982 -0.4 0.7 -0.6 -0.43
N -1.2619 3.4218 -1.4039 0.0 -0.1 0.4 0.19
N -0.9422 1.2806 -0.5014 0.5 0.4 0.9 -0.09
N -1.5171 0.7123 -1.6732 -0.3 -1.5 0.3 -0.59
O -2.5366 1.3451 -2.0893 -1.5 0.8 -0.5 -0.22
O -1.1745 0.3482 -3.9611 -0.3 0.2 -0.4 -0.04
H -0.9633 2.7000 2.7618 0.1 -0.2 -0.4 0.08
H 0.5362 2.2777 2.1480 -0.2 0.1 -0.2 0.08
H -0.2646 4.0740 0.7537 -0.1 -0.4 0.1 0.14
H -1.4889 4.3725 -1.1700 -0.1 0.0 0.1 0.11
H -1.8152 2.9632 -2.1433 0.2 0.2 0.1 0.09
Br -2.3685 -0.1083 3.5126 -0.5 -0.1 0.9 -0.32
Se -2.0801 -1.1737 -1.0729 -0.6 -0.3 -0.5 0.53

***

Entry 2:
17
Properties=species:S:1:pos:R:3:forces:R:3:lowdin_charge:R:1 method="wB97M-V/def2-TZVPD" largest_force_ev_per_a=0.40 spin_multiplicity=1 orbital_gap_ev=8.74 energy_ha=-309.7140 e_lumo_ev=0.221 homo_energy_ev=-8.524
C 0.9318 -1.6644 0.2752 0.1 0.1 0.0 -0.08
C -0.4754 -1.0783 0.1066 0.0 -0.1 -0.2 -0.46
C -0.9373 -0.2834 1.3723 -0.1 0.2 0.2 -0.06
C -0.7601 0.0371 -0.8220 0.2 -0.1 0.1 0.06
C 0.3903 0.9465 -1.0619 0.1 -0.2 0.1 -0.23
C -0.0967 2.3741 -1.1128 -0.2 0.3 0.0 -0.28
O 0.0536 3.1430 -0.1971 0.0 -0.2 -0.3 0.05
H 0.9250 -2.4761 1.0131 -0.1 0.2 -0.1 0.08
H 1.6544 -0.9195 0.6204 -0.1 -0.1 0.0 0.07
H 1.3049 -2.0850 -0.6657 -0.1 0.1 0.1 0.08
H -1.1867 -1.9007 -0.0431 0.1 0.2 0.0 0.12
H -2.0263 -0.2227 1.4273 0.2 0.0 0.0 0.08
H -0.5538 -0.8019 2.2585 -0.1 0.0 -0.2 0.09
H -0.5242 0.7381 1.3916 -0.1 -0.3 0.1 0.08
H 0.6483 0.6501 -2.0917 0.1 0.0 0.0 0.14
H 1.2864 0.8725 -0.4295 -0.2 0.0 0.0 0.11
H -0.6342 2.6705 -2.0410 0.0 -0.1 0.3 0.13

***

Entry 3:
18
Properties=species:S:1:pos:R:3:forces:R:3:lowdin_charge:R:1 method="wB97M-V/def2-TZVPD" largest_force_ev_per_a=4.48 spin_multiplicity=1 orbital_gap_ev=8.79 energy_ha=-1085.8492 e_lumo_ev=0.701 homo_energy_ev=-8.086
C -3.2784 -0.3148 -0.4743 4.2 0.7 1.3 -0.39
C -2.4503 -1.1798 0.0136 -1.0 -1.7 0.2 -0.43
C 2.2858 -1.2178 0.0535 -2.2 2.6 0.9 -0.07
C 0.2391 2.4162 0.7548 1.6 -1.9 -1.8 -0.28
C 1.0428 -1.0790 -0.8590 -0.7 0.0 3.3 -0.27
O -1.6594 -1.8934 0.4934 -0.4 -0.1 -0.2 0.08
O 0.5228 0.2595 -0.7244 0.7 0.3 -0.9 -0.46
P -0.3648 0.6102 0.5957 0.3 1.6 -0.3 0.74
S -2.2646 1.2051 -0.3663 0.1 0.8 0.0 0.63
H -4.2357 -0.3304 -0.7802 -2.8 -0.1 -0.9 0.03
H 2.8861 -1.9958 -0.2674 2.1 -0.8 -1.1 0.05
H 2.6234 -0.1671 0.3539 0.5 -1.6 -1.1 0.11
H 1.9603 -1.5894 0.9775 -0.7 -0.5 1.7 0.04
H -0.6164 2.9747 0.8765 -1.9 1.8 -0.5 -0.04
H 0.7289 2.5747 1.6732 0.9 -0.4 1.3 0.00
H 0.9904 2.7177 -0.0603 -1.7 -0.4 0.9 0.08
H 0.1609 -1.6540 -0.4579 1.6 -0.6 -1.1 0.09
H 1.4292 -1.3366 -1.8023 -0.7 0.3 -1.8 0.10

***

Entry 4:
74
Properties=species:S:1:pos:R:3:forces:R:3:lowdin_charge:R:1 method="wB97M-V/def2-TZVPD" largest_force_ev_per_a=0.16 total_charge=+4 spin_multiplicity=1 orbital_gap_ev=5.66 energy_ha=-5168.6141 e_lumo_ev=-11.477 homo_energy_ev=-17.134
Pd -0.3286 -6.9727 0.3495 0.0 -0.1 0.0 1.08
Cl -0.7997 6.6823 0.1041 0.0 0.2 0.0 0.79
C -2.1565 7.6840 -0.2426 0.0 0.0 0.0 -0.63
C -3.3998 7.1084 -0.3857 0.0 0.0 0.0 -0.06
C -4.4929 7.8956 -0.7405 0.0 0.0 0.0 0.02
C -4.3622 9.2609 -0.9782 0.0 0.0 0.0 -0.02
C -3.1270 9.8531 -0.8502 0.0 0.0 0.0 -0.05
C -2.0070 9.0756 -0.4592 0.0 0.0 0.0 -0.36
P -0.5472 9.9558 -0.1867 0.0 0.0 0.0 1.31
C 0.3905 9.7384 1.2229 0.0 0.0 0.0 -0.35
C -0.2355 9.2118 2.3795 0.0 0.0 0.0 -0.05
C 0.4910 9.1124 3.5410 0.0 0.0 0.0 -0.01
C 1.8323 9.5031 3.5554 0.0 0.0 0.0 0.03
C 2.4644 9.9948 2.4116 0.0 0.0 0.0 -0.01
C 1.7546 10.1220 1.2413 0.0 0.0 0.0 -0.04
C -0.1740 11.2106 -1.2814 0.0 0.0 0.0 -0.33
C -0.5931 11.0909 -2.6335 0.0 0.0 0.0 -0.04
C -0.2910 12.0974 -3.5179 0.0 0.0 0.0 -0.01
C 0.4045 13.2251 -3.0739 0.0 0.0 0.0 0.04
C 0.8088 13.3600 -1.7428 0.0 0.0 0.0 -0.01
C 0.5320 12.3620 -0.8409 0.0 0.0 0.0 -0.04
H -3.5133 6.0435 -0.2386 0.0 0.0 0.0 0.13
H -5.4628 7.4261 -0.8431 0.0 0.0 0.0 0.14
H -5.2217 9.8544 -1.2560 0.0 0.0 0.0 0.13
H -3.0185 10.9178 -1.0134 0.0 0.0 0.0 0.12
H -1.2788 8.9233 2.3568 0.0 0.0 0.0 0.12
H 0.0254 8.7398 4.4426 0.0 0.0 0.0 0.13
H 2.3976 9.4176 4.4748 0.0 0.0 0.0 0.14
H 3.5096 10.2692 2.4446 0.0 0.0 0.0 0.13
H 2.2405 10.4763 0.3416 0.0 0.0 0.0 0.12
H -1.1169 10.2053 -2.9690 0.0 0.0 0.0 0.12
H -0.5858 12.0161 -4.5548 0.0 0.0 0.0 0.13
H 0.6305 14.0169 -3.7771 0.0 0.0 0.0 0.14
H 1.3249 14.2539 -1.4213 0.0 0.0 0.0 0.14
H 0.8072 12.4749 0.1992 0.0 0.0 0.0 0.12
O 2.2743 -13.1992 -0.3359 0.0 0.0 0.0 -0.03
C 0.8792 -13.0726 -0.2652 0.0 0.0 0.0 -0.19
C 0.5456 -11.6187 -0.1157 0.0 0.0 0.0 -0.12
C -0.7739 -11.1892 -0.0090 0.0 0.0 0.0 0.04
C -1.0440 -9.8466 0.1269 0.0 0.0 0.0 -0.06
N -0.0618 -8.9341 0.1602 0.0 0.0 0.0 -0.02
C 1.2312 -9.3273 0.0587 0.0 0.0 0.0 -0.16
C 1.5535 -10.6593 -0.0794 0.0 0.0 0.0 0.09
C 2.2134 -8.2327 0.1103 0.0 0.0 0.0 -0.17
C 3.5825 -8.3850 0.0174 0.0 0.0 0.0 0.09
C 4.4046 -7.2658 0.0787 0.0 0.0 0.0 -0.13
C 5.8994 -7.3693 -0.0777 0.0 0.0 0.0 -0.19
O 6.1834 -6.7185 -1.2989 0.0 0.0 0.0 -0.02
C 3.8126 -6.0157 0.2293 0.0 0.0 0.0 0.04
C 2.4405 -5.9246 0.3123 0.0 0.0 0.0 -0.06
N 1.6629 -7.0106 0.2530 0.0 0.0 0.0 -0.06
H 2.5179 -14.1256 -0.4379 0.0 0.0 0.0 0.12
H 0.4552 -13.6115 0.5908 0.0 0.0 0.0 0.15
H 0.3812 -13.4470 -1.1679 0.0 0.0 0.0 0.15
H -1.5971 -11.8912 -0.0302 0.0 0.0 0.0 0.14
H -2.0559 -9.4829 0.2123 0.0 0.0 0.0 0.11
H 2.5815 -10.9791 -0.1603 0.0 0.0 0.0 0.13
H 4.0151 -9.3673 -0.1099 0.0 0.0 0.0 0.14
H 6.2081 -8.4177 -0.0800 0.0 0.0 0.0 0.13
H 6.3829 -6.8707 0.7693 0.0 0.0 0.0 0.14
H 7.1333 -6.7378 -1.4636 0.0 0.0 0.0 0.11
H 4.4155 -5.1193 0.2661 0.0 0.0 0.0 0.14
H 1.9409 -4.9698 0.4265 0.0 0.0 0.0 0.13
Br -6.9684 -6.9793 0.7118 0.0 0.0 0.0 0.91
C -5.1140 -6.9742 0.6060 0.0 0.0 0.0 -0.67
C -4.4782 -6.8868 -0.6297 0.0 0.0 0.0 -0.07
C -3.1027 -6.8983 -0.6683 0.0 0.0 0.0 -0.10
N -2.3542 -6.9873 0.4467 0.0 0.0 0.0 -0.14
C -2.9709 -7.0722 1.6405 0.0 0.0 0.0 -0.10
C -4.3415 -7.0665 1.7611 0.0 0.0 0.0 -0.07
H -5.0446 -6.8167 -1.5472 0.0 0.0 0.0 0.12
H -2.5724 -6.8425 -1.6104 0.0 0.0 0.0 0.13
H -2.3370 -7.1543 2.5143 0.0 0.0 0.0 0.12
H -4.7998 -7.1391 2.7368 0.0 0.0 0.0 0.13

***

Entry 5:
61
Properties=species:S:1:pos:R:3:forces:R:3:lowdin_charge:R:1 method="wB97M-V/def2-TZVPD" largest_force_ev_per_a=2.57 total_charge=+2 spin_multiplicity=1 orbital_gap_ev="5.21 / 5.27" energy_ha=-1808.3220 e_lumo_ev="-7.720 / -7.652" homo_energy_ev="-12.934 / -12.924"
C -0.3382 0.3060 -7.0264 0.0 0.1 -0.8 -0.34
C 1.0224 0.8028 -6.9558 1.0 0.3 0.9 -0.04
C -0.5810 -1.0980 -7.2978 -0.2 -1.2 0.6 -0.04
C -1.4497 1.2365 -6.9898 -0.9 0.6 0.9 -0.04
Cl -0.4621 -0.1423 -4.1042 0.0 0.0 -0.2 -0.07
H -0.6012 -1.2939 -8.3942 0.0 0.3 0.4 0.15
H -1.5485 -1.4194 -6.8765 0.3 0.2 -0.4 0.11
H 0.2085 -1.7280 -6.8542 -0.2 0.2 -0.4 0.11
H 1.3995 1.0768 -7.9678 -0.4 -0.2 0.3 0.15
H 1.6999 0.0411 -6.5349 -0.2 0.3 -0.4 0.11
H 1.0816 1.7002 -6.3167 0.0 -0.2 -0.5 0.11
H -1.6847 1.6172 -8.0102 0.3 -0.3 0.3 0.15
H -1.2172 2.1039 -6.3492 0.0 -0.2 -0.5 0.11
H -2.3568 0.7524 -6.5896 0.3 0.2 -0.4 0.11
C 1.2814 -1.6351 0.7883 -1.0 -1.1 0.8 -0.05
C 0.5865 -2.6655 0.1134 -0.6 -0.4 0.0 -0.10
C 0.9643 -2.6603 -1.2447 -0.6 -0.6 1.1 -0.08
H -0.1143 -3.3491 0.6192 0.6 0.3 -0.5 0.12
C 1.8841 -1.5542 -1.4266 0.5 1.4 1.6 -0.20
C 2.0481 -0.9210 -0.1684 0.3 -0.3 -2.5 -0.15
H 2.5919 -0.0263 0.0341 0.5 0.2 0.1 0.09
H 1.2614 -1.4980 1.8818 0.1 0.2 -0.8 0.12
H 0.6760 -3.4019 -1.9967 0.1 0.4 0.3 0.13
H 2.3759 -1.2829 -2.3426 0.1 0.0 -0.1 0.10
C -2.8603 0.3340 0.2242 0.0 1.0 -1.3 -0.13
C -2.6206 -1.0078 0.6919 -0.1 -1.9 -0.3 -0.07
C -2.8113 -1.8801 -0.3836 0.3 0.4 1.1 -0.09
H -2.3536 -1.3300 1.7081 -0.2 0.4 -0.6 0.13
C -3.1403 -1.1006 -1.5449 -0.2 0.2 0.2 -0.08
C -3.1463 0.2780 -1.1430 0.5 -0.3 0.8 -0.22
H -3.2775 1.1528 -1.7275 -0.5 0.4 -0.6 0.10
H -2.7378 1.2850 0.7421 -0.2 -0.5 0.0 0.11
H -2.7670 -2.9611 -0.3011 0.0 0.2 -0.2 0.11
H -3.3791 -1.4810 -2.5406 0.1 0.1 0.4 0.12
Pb -0.3393 0.1649 -1.5352 0.0 -0.1 1.0 1.36
C 0.4277 1.4633 5.9042 -0.2 0.1 0.9 0.02
N -0.2630 1.1560 4.6939 -0.7 0.6 0.3 -0.09
N 0.4310 1.1677 3.5246 -0.4 -0.4 -0.6 0.06
C -0.4937 1.0407 2.4895 1.6 0.3 -1.1 -0.39
O -0.0576 1.0546 1.2912 -1.1 -0.6 0.3 -0.14
C -1.7609 0.9706 3.1056 0.7 0.7 0.4 0.03
C -1.6043 1.1966 4.4565 1.9 -0.9 -0.2 -0.21
C -2.6174 1.3666 5.5181 -0.6 -0.1 0.0 0.00
C 1.7973 0.7307 3.4625 -0.5 -0.2 -0.8 -0.21
C 2.2020 -0.3773 4.1884 0.8 0.4 -0.1 -0.04
C 3.5495 -0.7570 4.1075 0.0 -0.1 0.1 -0.06
C 4.4331 -0.0915 3.2541 0.0 0.4 -0.3 -0.06
C 3.9648 0.9596 2.4310 -0.1 -0.9 0.7 -0.06
C 2.6322 1.3319 2.5196 0.0 0.5 0.2 -0.03
H -0.3891 1.6809 6.6134 0.8 -0.1 0.1 0.10
H 1.1032 2.3266 5.7979 -0.4 -0.2 0.0 0.12
H 1.0160 0.5797 6.1879 -0.2 0.5 0.4 0.09
H -2.6522 0.8182 2.5972 -1.4 0.1 -0.4 0.07
H -2.5689 0.5958 6.3026 0.1 0.3 -0.3 0.11
H -2.6064 2.3643 5.9843 0.2 -0.3 -0.2 0.11
H -3.5680 1.2583 4.9936 -0.1 0.1 0.4 0.09
H 1.4846 -0.8827 4.8154 0.1 -0.2 0.1 0.12
H 3.9016 -1.5683 4.7478 0.0 0.2 -0.3 0.12
H 5.4972 -0.3697 3.2005 -0.7 0.1 0.1 0.12
H 4.6387 1.4698 1.7543 0.0 -0.1 0.0 0.11
H 2.2080 2.0996 1.8775 0.2 0.0 0.2 0.12

***

Entry 6:
9
Properties=species:S:1:pos:R:3:forces:R:3:lowdin_charge:R:1 method="wB97M-V/def2-TZVPD" largest_force_ev_per_a=3.35 spin_multiplicity=1 orbital_gap_ev=8.85 energy_ha=-209.0612 smiles="C=N.C=O" e_lumo_ev=-0.197 homo_energy_ev=-9.043
C -0.0539 0.3572 -1.3806 -2.2 0.7 0.3 -0.11
N -1.0205 -0.3450 -0.8827 1.2 2.5 1.9 -0.02
H 0.6200 0.9356 -0.7070 1.1 -1.7 -0.6 0.07
H -0.1419 0.7078 -2.4155 0.2 0.6 0.0 0.06
H -1.8922 0.2124 -0.9887 -0.2 -1.9 -1.7 0.07
C 0.6076 -0.4929 1.5887 0.2 0.6 0.2 -0.20
O 1.6161 -1.1090 1.3768 -0.5 -0.5 0.0 -0.01
H -0.4106 -0.8698 1.7997 0.4 -0.5 -0.1 0.08
H 0.6754 0.6037 1.6093 -0.2 0.4 0.0 0.07